No. 1
DFT (ωB97M-V with the def2-TZVPD basis set) results for 5 unconnected molecules or ions with the total composition C2H12O4.

```
18
Properties=species:S:1:pos:R:3:nbo_charge:R:1
C 2.109 -0.030 0.362 -0.40
C 2.554 1.070 -0.222 -0.39
H 2.689 -0.945 0.394 0.19
H 1.097 -0.134 0.741 0.20
H 3.552 1.116 -0.631 0.19
H 1.970 1.972 -0.330 0.20
H -2.652 1.029 1.712 0.48
H -2.185 2.361 1.132 0.47
O -1.893 1.459 1.302 -0.95
H 0.700 0.512 -1.869 0.49
H 0.836 0.286 -3.440 0.47
O 0.794 0.929 -2.731 -0.96
H -1.149 -0.999 -1.505 0.47
H -1.236 -0.300 -0.204 0.49
O -0.826 -1.090 -0.599 -0.96
H -1.666 -2.515 1.089 0.48
H -0.970 -2.335 2.452 0.47
O -1.759 -2.096 1.950 -0.95
```

Results
- Electronic energy: -384.3159 Eh
- HOMO level: -9.9 eV
- Energy relative to the best compared isomer or geometry (same formula, charge and spin): 1.2269 eV
- Orbital gap: 10.4 eV
- Lowest unoccupied orbital energy: 0.53 eV



No. 2
DFT (ωB97M-V with the def2-TZVPD basis set) results for C10H11Cl2N5 in the gas phase at a distorted geometry.

```
28
Properties=species:S:1:pos:R:3:nbo_charge:R:1
C -1.669 -1.753 0.580 -0.41
N -2.484 -0.711 -0.009 -0.42
C -1.947 0.459 -0.441 0.50
N -2.468 1.169 -1.431 -0.37
N -1.766 2.288 -1.510 -0.04
N -0.854 2.327 -0.648 -0.09
N -0.911 1.186 0.081 -0.23
C 0.037 1.028 1.162 -0.25
C 1.403 0.648 0.643 0.00
C 1.811 -0.679 0.614 -0.21
C 3.040 -1.054 0.105 -0.23
C 3.889 -0.076 -0.390 -0.03
C 3.521 1.258 -0.360 -0.24
C 2.285 1.616 0.159 -0.04
Cl 1.881 3.288 0.207 0.05
H 4.188 2.019 -0.732 0.24
Cl 5.424 -0.519 -1.036 0.03
H 3.338 -2.090 0.093 0.23
H 1.158 -1.442 1.010 0.21
H 0.097 2.001 1.660 0.25
H -0.332 0.289 1.871 0.22
C -3.591 -1.197 -0.813 -0.41
H -4.150 -0.343 -1.184 0.25
H -3.245 -1.785 -1.668 0.19
H -4.233 -1.813 -0.185 0.20
H -1.294 -1.450 1.557 0.19
H -0.830 -2.036 -0.064 0.19
H -2.300 -2.628 0.727 0.22
```

Results
- Electronic energy: -1581.7839 Eh
- HOMO level: -8.8 eV
- Orbital gap: 9.3 eV
- Lowest unoccupied orbital energy: 0.50 eV



No. 3
DFT (ωB97M-V with the def2-TZVPD basis set) results for 2 unconnected molecules or ions with the total composition C2H7NO3 at a distorted geometry.

```
13
Properties=species:S:1:pos:R:3:nbo_charge:R:1
N -1.658 -0.521 -1.507 -0.82
C -1.962 0.511 -0.522 0.08
O -0.845 0.823 0.322 -0.76
H -1.656 -1.433 -1.054 0.35
H -0.668 -0.403 -1.734 0.36
H -2.197 1.397 -1.098 0.17
H -2.810 0.184 0.077 0.16
H -1.101 0.611 1.228 0.48
O 3.142 -1.267 0.198 -0.59
C 2.976 -0.339 0.942 0.65
O 1.883 0.400 1.018 -0.68
H 3.736 -0.012 1.663 0.11
H 1.160 0.048 0.467 0.51
```

Results
- Electronic energy: -360.8752 Eh
- HOMO level: -10.4 eV
- Energy relative to the best compared isomer or geometry (same formula, charge and spin): 1.0451 eV
- Orbital gap: 11.0 eV
- Lowest unoccupied orbital energy: 0.59 eV



Q: Among the records above, which one has the lowest HOMO level?
A: C2H7NO3



Q: The lowest lowest unoccupied orbital energy belongs to which entry?
A: C10H11Cl2N5